No. 1
Molecular formula: C30H61O13S2
Method: DFT, wB97M-V/def2-TZVPD

Geometry as XYZ:
```
106
Properties=species:S:1:pos:R:3:lowdin_charge:R:1
S -8.162 -3.545 1.876 0.507
S -7.416 -3.803 -0.074 0.721
O -9.045 -3.914 -3.034 0.026
O -7.126 -4.985 -3.776 0.089
O -2.092 0.972 -0.908 0.059
O 10.562 0.362 8.149 0.004
O -4.363 3.667 -8.931 0.005
O 1.371 3.409 0.714 -0.011
O 3.263 1.102 4.020 0.051
O -3.889 3.497 -6.775 0.079
O 9.261 -0.024 6.400 0.070
O -2.561 1.151 -3.078 -0.021
O -1.152 -4.069 -2.835 -0.187
O 4.566 1.479 5.769 0.016
O 3.302 4.497 0.761 0.088
C 4.250 -0.823 4.979 0.013
C -3.962 4.196 -7.764 -0.511
C -0.035 -4.707 -0.618 -0.097
C 11.272 -0.065 9.322 -0.229
C -8.145 -6.055 -1.774 -0.107
C 9.964 -0.470 7.279 -0.512
C -4.150 -1.776 -1.959 -0.183
C -1.805 -2.784 -2.734 -0.197
C 2.534 3.738 1.312 -0.514
C -1.726 3.111 -1.862 0.018
C 0.094 -4.109 -2.098 -0.259
C 10.250 -1.943 7.359 0.013
C -3.380 4.721 -10.891 -0.065
C -3.524 5.632 -7.721 0.014
C -4.647 4.433 -10.113 -0.227
C -3.003 -2.855 -1.650 -0.172
C 2.817 3.224 2.694 -0.010
C -1.571 2.209 -5.034 -0.059
C 12.700 -0.441 8.987 -0.066
C 0.475 2.396 1.191 -0.227
C -8.058 -4.939 -2.938 -0.417
C 3.967 0.650 4.901 -0.489
C -5.647 -3.136 -0.165 -0.340
C -2.841 1.921 -4.261 -0.226
C -5.616 -2.171 -1.442 -0.230
C -7.277 -5.625 -0.498 -0.332
C 6.703 0.669 6.608 -0.082
C 5.275 1.048 6.943 -0.217
C -0.444 2.947 2.262 -0.062
C -2.163 1.675 -1.905 -0.511
H -7.733 -7.018 -2.248 0.150
H 0.801 -4.814 -2.681 0.130
H 13.212 0.396 8.507 0.087
H -6.126 -1.183 -1.122 0.128
H 0.113 3.291 3.135 0.071
H 11.043 -2.193 6.653 0.100
H -3.985 6.257 -8.483 0.071
H -5.405 -2.540 0.784 0.120
H 5.042 -1.073 4.273 0.101
H 1.024 1.510 1.522 0.121
H 1.002 -4.661 -0.126 0.083
H -2.869 3.790 -11.146 0.086
H -6.253 -2.555 -2.327 0.103
H -4.986 -4.059 -0.238 0.085
H 3.340 -1.364 4.709 0.092
H 9.341 -2.486 7.090 0.094
H -5.311 3.818 -10.723 0.124
H -2.439 5.679 -7.818 0.101
H -3.503 1.308 -4.876 0.123
H -1.111 -1.911 -2.499 0.131
H -1.797 2.749 -5.955 0.062
H -0.998 3.810 1.881 0.079
H -2.024 3.534 -0.900 0.095
H -6.170 -5.808 -0.765 0.119
H 7.249 0.392 7.510 0.076
H -3.767 -0.750 -1.610 0.103
H -7.489 -6.257 0.425 0.112
H -3.401 2.826 -4.015 0.114
H -4.224 -1.706 -3.111 0.124
H -0.396 -5.790 -0.598 0.079
H -2.621 -2.659 -0.590 0.115
H -2.186 3.736 -2.624 0.075
H -3.821 6.055 -6.759 0.095
H 5.281 1.901 7.626 0.124
H -2.310 -2.584 -3.751 0.133
H -2.675 5.319 -10.310 0.068
H -3.440 -3.924 -1.733 0.117
H -0.123 2.085 0.332 0.089
H -5.206 5.339 -9.866 0.116
H -3.610 5.260 -11.814 0.085
H 4.525 -1.168 5.973 0.069
H -1.060 1.277 -5.289 0.086
H 3.887 3.032 2.779 0.095
H 13.249 -0.717 9.891 0.084
H 6.745 -0.168 5.909 0.070
H -9.102 -2.504 1.834 -0.095
H 10.526 -2.287 8.354 0.070
H -8.630 -3.091 -2.677 0.100
H 12.744 -1.279 8.288 0.068
H 0.629 -3.101 -2.022 0.122
H 7.217 1.504 6.129 0.093
H -0.729 -4.049 0.018 0.065
H -0.868 2.805 -4.449 0.072
H -1.159 2.186 2.586 0.080
H 11.276 0.788 10.004 0.124
H -0.640 3.158 -1.956 0.105
H 2.323 2.292 2.924 0.031
H 4.734 0.247 7.455 0.114
H -9.226 -6.225 -1.458 0.133
H 10.733 -0.866 9.834 0.115
H 2.527 3.982 3.424 0.107
```

The total charge is +1.

No. 2
Molecular formula: C30H62Br20FNO4S
Method: DFT, wB97M-V/def2-TZVPD

Geometry as XYZ:
```
119
Properties=species:S:1:pos:R:3:lowdin_charge:R:1
Br -0.002 3.272 3.046 0.622
Br -3.440 -5.699 5.334 0.601
Br 9.591 3.753 -8.724 0.600
Br 2.563 1.295 -3.214 0.804
Br 7.220 6.952 -3.443 0.610
Br 2.240 -3.103 4.760 0.615
Br -3.570 1.642 11.199 0.608
Br -2.528 -8.169 7.917 0.607
Br 2.393 5.844 -3.760 0.600
Br -0.154 -0.651 6.043 0.594
Br -3.512 2.867 7.729 0.618
Br -4.280 -0.017 5.159 0.685
Br -2.707 1.663 1.125 0.695
Br -2.385 -6.874 -4.467 0.635
Br 1.506 6.860 -7.195 0.602
Br -5.444 -5.273 -3.040 0.745
Br 6.630 5.106 -7.005 0.613
Br 5.312 1.097 -5.655 0.622
Br -3.403 -2.494 7.760 0.622
Br 9.966 4.650 -4.285 0.594
S 1.763 -2.507 -2.210 0.564
F 1.693 -4.059 -2.210 -0.100
O -3.843 -2.448 0.466 -0.118
O 2.546 -2.048 -1.131 -0.238
O -1.821 -0.625 -3.606 0.000
O 2.304 -2.095 -3.430 -0.238
N 0.153 -2.082 -2.084 -0.158
C -2.099 2.391 10.166 -0.689
C -4.522 -6.480 6.748 -0.698
C -5.367 -0.787 6.592 -0.640
C 9.143 7.232 -3.363 -0.687
C -2.381 -3.430 -2.275 -0.193
C 1.245 -1.718 3.823 -0.701
C -2.711 2.361 2.945 -0.699
C -4.142 -7.623 -4.103 -0.689
C -5.248 -6.649 -4.415 -0.668
C 7.899 2.893 -8.291 -0.702
C 2.928 7.503 -6.031 -0.693
C -3.665 -2.672 -1.950 -0.186
C 4.401 0.708 -2.972 -0.643
C 3.539 6.382 -5.239 -0.727
C -3.565 -1.620 1.560 -0.320
C -1.422 -3.776 -1.155 -0.158
C -3.689 -1.766 -0.740 -0.250
C 6.742 3.835 -8.473 -0.685
C 9.837 6.577 -4.527 -0.693
C 0.088 -0.612 -2.107 -0.206
C 1.158 -0.460 4.630 -0.698
C -4.589 -0.965 7.866 -0.694
C -3.310 -2.370 2.856 -0.079
C -3.734 -6.645 8.018 -0.706
C -0.836 1.463 -3.100 -0.035
C -1.915 3.631 3.051 -0.680
C -2.561 3.525 9.294 -0.685
C -0.581 -0.044 -3.333 -0.424
C 5.356 1.559 -3.763 -0.676
C -0.415 -2.680 -0.844 -0.182
H -3.833 -2.025 -2.793 0.103
H -0.369 -0.184 -1.235 0.117
H -0.841 -4.609 -1.509 0.100
H -3.348 -3.434 2.768 0.059
H 4.434 -0.340 -3.246 0.048
H 1.795 -1.543 2.909 0.055
H 3.726 5.496 -5.830 0.019
H -4.912 -7.415 6.367 0.047
H -3.756 2.544 3.176 0.051
H -1.764 1.683 -3.583 0.081
H -0.843 -1.969 -0.172 0.104
H -0.960 1.643 -2.047 0.067
H 6.379 1.377 -3.449 0.060
H 1.109 -0.248 -2.124 0.000
H -0.082 2.082 -3.530 0.033
H 0.805 0.366 4.017 0.016
H 0.064 -0.086 -4.179 0.122
H -4.396 -6.861 8.852 0.057
H -3.129 -5.779 8.255 0.026
H -4.140 -7.943 -3.068 0.050
H -2.112 4.124 3.999 0.056
H -5.770 -1.715 6.205 0.054
H 0.378 -3.159 -0.301 0.100
H 2.500 8.277 -5.408 0.048
H -3.974 -0.109 8.112 -0.003
H -2.109 4.321 2.239 0.051
H -6.176 -0.079 6.745 0.060
H -1.889 -4.132 -0.266 0.111
H -5.342 -5.782 6.898 0.053
H -1.663 1.575 9.603 0.049
H -4.036 -1.989 3.566 -0.020
H 7.820 2.056 -8.979 0.059
H -4.580 -1.158 -0.850 0.125
H 5.143 2.618 -3.691 0.048
H -2.349 -2.138 3.273 0.051
H 4.593 0.806 -1.908 0.067
H 5.801 3.292 -8.452 0.052
H 6.800 4.412 -9.387 0.049
H 7.984 2.520 -7.279 0.032
H -4.213 -8.494 -4.749 0.054
H 9.477 6.859 -2.404 0.049
H 2.095 -0.184 5.096 0.051
H -1.710 4.075 8.902 0.059
H -5.102 -6.131 -5.354 0.050
H 3.665 7.941 -6.698 0.056
H -4.515 -3.330 -1.932 -0.010
H -2.389 -0.295 -2.950 0.050
H -1.384 2.743 10.903 0.058
H -4.401 -0.945 1.654 0.099
H -2.696 -0.977 1.380 0.032
H -1.802 -2.945 -3.030 0.088
H 9.331 6.742 -5.470 0.039
H -5.258 -1.175 8.696 0.061
H -3.227 4.210 9.803 0.049
H 0.273 -2.135 3.585 0.036
H -2.687 -4.356 -2.697 0.026
H -2.334 1.572 3.585 0.014
H 9.276 8.310 -3.396 0.057
H 10.863 6.924 -4.602 0.057
H -6.205 -7.161 -4.430 0.054
H 4.467 6.705 -4.775 0.006
H -2.860 -1.074 -0.761 0.090
```

The total charge is 0.

Computed values of DFT total energy (unit: hartree) for the preceding records, in sequence: -2953.80080 -53514.27761.